No. 1
Density functional theory data (the ωB97M-V functional and the def2-TZVPD basis) for a molecular structure, C28H44F5KN4O6STe.

Values from the calculation:
calculated total energy = -96041.2259 eV
energy above the lowest of the compared OMol25 structures with the same formula, charge and spin = 23.2 kcal/mol
total charge = -2
2S+1 = 1
HOMO level = -2.415 eV
maximum force = 0.4 eV Å⁻¹
HOMO-LUMO gap = 6.270 eV

Positions of all 90 atoms, in Å:
K1 0.26332 0.33262 0.71293
C1 3.28131 -0.69171 3.02332
C2 2.87442 -0.21684 4.42147
C3 3.68968 1.01317 4.82315
C4 1.38517 0.04994 4.48550
C5 0.52995 -0.83627 5.13537
C6 -0.84246 -0.62397 5.16249
C7 -1.40380 0.48734 4.54205
C8 -2.89108 0.72900 4.57305
C9 -0.54910 1.37240 3.89192
C10 0.82258 1.16226 3.86183
H1 4.33575 -0.98668 3.01249
H2 3.15091 0.11492 2.29688
H3 2.67646 -1.54189 2.70246
H4 3.08434 -1.02517 5.13311
H5 3.53696 1.82698 4.11123
H6 4.75682 0.77415 4.83216
H7 3.40537 1.36642 5.81720
H8 0.94516 -1.71820 5.61428
H9 -1.48749 -1.34077 5.66235
H10 -3.20501 1.13959 5.53704
H11 -3.45077 -0.19423 4.40960
H12 -3.18366 1.43866 3.79880
H13 -0.93712 2.23394 3.36003
H14 1.43884 1.86948 3.31557
N1 -1.83709 -2.27608 -0.99400
C11 -1.56020 -2.36326 -2.43014
C12 -0.76487 -1.17372 -2.99575
O1 -0.39524 -1.30180 -4.19376
N2 -0.58563 -0.17390 -2.16998
C13 0.07877 0.97904 -2.76948
C14 0.08786 2.10995 -1.73999
O2 1.24067 2.23340 -1.13419
O3 -0.94149 2.72149 -1.49541
H15 -2.81651 -2.44655 -0.80191
H16 -1.65186 -1.30136 -0.75000
H17 -2.47533 -2.42846 -3.03236
H18 -0.98489 -3.26728 -2.66087
H19 -0.46189 1.32662 -3.65748
H20 1.10361 0.74475 -3.07792
C15 -8.77214 -1.60037 -0.12621
C16 -7.42521 -2.29852 -0.26194
N3 -6.30164 -1.37336 -0.20911
C17 -5.53363 -1.17059 -1.43721
C18 -6.27204 -0.33489 -2.46974
C19 -5.94007 -0.90225 1.02041
O4 -6.51974 -1.25925 2.03839
C20 -4.82209 0.09075 1.02253
C21 -5.03840 1.41806 0.65287
C22 -3.95659 2.27232 0.55274
C23 -2.67787 1.76767 0.77229
N4 -2.47956 0.49913 1.13383
C24 -3.52240 -0.30445 1.29285
H21 -9.58627 -2.32712 -0.16881
H22 -8.91516 -0.87380 -0.92780
H23 -8.82327 -1.08161 0.82988
H24 -7.36519 -2.82700 -1.21520
H25 -7.31128 -3.03059 0.53974
H26 -5.29544 -2.15583 -1.85217
H27 -4.58559 -0.69818 -1.19562
H28 -7.22378 -0.79262 -2.75010
H29 -5.66293 -0.23139 -3.36803
H30 -6.47123 0.66295 -2.07541
H31 -6.04416 1.75878 0.43078
H32 -4.06968 3.30554 0.25473
H33 -1.79544 2.38101 0.59763
H34 -3.30275 -1.32719 1.58648
C25 3.98192 -3.21498 -0.03910
C26 3.13199 -2.37932 -0.97914
S1 1.34883 -2.53078 -0.69601
O5 1.17660 -2.30060 0.77836
C27 1.14976 -4.31107 -0.92336
C28 1.55633 -4.76427 -2.31828
H35 5.02471 -2.89822 -0.08676
H36 3.94048 -4.27652 -0.29168
H37 3.63414 -3.08639 0.98666
H38 3.30994 -2.59132 -2.03538
H39 3.30433 -1.31098 -0.83004
H40 0.07951 -4.44028 -0.75093
H41 1.69227 -4.81525 -0.12195
H42 1.15533 -4.09089 -3.07937
H43 1.17102 -5.76512 -2.52065
H44 2.64151 -4.79517 -2.42886
F1 2.76415 3.47895 2.22112
Te1 1.69177 3.52342 0.57741
F2 1.01689 4.64354 -0.82996
F3 1.74208 5.33637 1.25974
F4 3.33229 3.81857 -0.28382
F5 2.46950 1.68166 0.78907
O6 0.17144 3.02000 1.38968

=====

No. 2
Density functional theory data (the ωB97M-V functional and the def2-TZVPD basis) for 5 unconnected molecules or ions with the total composition C28H44N2O13P at a distorted geometry.

Values from the calculation:
calculated total energy = -68628.5267 eV
total charge = +1
2S+1 = 1
HOMO level = -10.197 eV
maximum force = 3.7 eV Å⁻¹
HOMO-LUMO gap = 6.873 eV

Positions of all 88 atoms, in Å:
C1 -0.23970 -1.32300 -1.94467
C2 1.00407 -1.71570 -1.07413
C3 1.74111 -0.64208 -0.41920
C4 2.89253 -1.02279 0.42729
C5 3.29574 -2.42245 0.61648
C6 4.51841 -2.75194 1.57767
N1 4.75983 -1.55899 2.42505
C7 5.94550 -0.84124 1.88642
C8 6.51638 0.31365 2.79472
N2 5.74272 0.58016 4.05045
P1 4.54473 1.92050 3.88854
O1 3.43370 1.60825 2.95453
C9 5.07440 -0.62203 4.67421
C10 5.13269 -1.93488 3.81267
C11 2.56989 -3.48103 -0.08238
C12 1.43119 -3.10438 -0.91771
H1 -0.52015 -0.24953 -1.77488
H2 0.03866 -1.48165 -3.01445
H3 -1.08308 -1.97667 -1.59375
H4 1.47358 0.43841 -0.49202
H5 3.42549 -0.16794 0.90771
H6 5.39034 -3.05488 0.94181
H7 4.15949 -3.59439 2.23347
H8 6.77427 -1.61659 1.80514
H9 5.74603 -0.52576 0.82394
H10 7.59455 0.12928 3.03527
H11 6.50883 1.26140 2.17889
H12 6.42387 0.93019 4.74778
H13 5.18691 3.16361 3.61284
H14 3.97334 2.02606 5.20276
H15 5.55456 -0.83469 5.66183
H16 4.01250 -0.31508 4.89950
H17 6.15417 -2.39894 3.89719
H18 4.33664 -2.61174 4.23199
H19 2.88974 -4.54736 0.03288
H20 0.88205 -3.92362 -1.44912
C13 -2.30768 -3.79315 -7.58540
C14 -1.73272 -3.17317 -6.33367
C15 -0.79553 -2.02672 -6.60177
O2 0.08625 -2.08411 -5.47618
C16 0.10996 -3.38056 -5.06162
O3 0.90069 -3.82352 -4.28583
O4 -0.88251 -4.10026 -5.64872
H21 -3.03071 -4.57126 -7.32669
H22 -2.80319 -3.05522 -8.19474
H23 -1.52757 -4.27743 -8.17595
H24 -2.53800 -2.88112 -5.65125
H25 -1.30923 -1.06843 -6.64152
H26 -0.20604 -2.14921 -7.51144
C17 0.63965 2.10022 3.85185
C18 -0.83010 2.13166 4.20614
C19 -1.09356 2.06554 5.68428
O5 -2.37168 1.43532 5.74503
C20 -2.47861 0.66241 4.62502
O6 -3.31777 -0.16147 4.45649
O7 -1.49364 0.95909 3.73063
H27 0.77585 2.22071 2.77629
H28 1.18562 2.89729 4.36164
H29 1.08370 1.13795 4.11540
H30 -1.31115 3.00404 3.75164
H31 -1.12812 3.05275 6.14553
H32 -0.37407 1.44482 6.22735
C21 -5.98882 0.08534 -10.36025
C22 -4.57579 -0.30233 -10.73249
C23 -4.45638 -1.70041 -11.27124
O8 -3.12687 -2.06097 -10.89500
C24 -2.82519 -1.34060 -9.78338
O9 -1.88150 -1.55068 -9.08234
O10 -3.73764 -0.35739 -9.57261
H33 -6.02445 1.12894 -10.04257
H34 -6.66958 -0.04364 -11.20330
H35 -6.34755 -0.51016 -9.51798
H36 -4.15126 0.43160 -11.42455
H37 -4.57738 -1.74284 -12.35311
H38 -5.15261 -2.40558 -10.80824
C25 -5.00962 3.75663 7.30887
C26 -4.17330 4.66796 8.17893
C27 -4.10282 6.08182 7.67421
O11 -2.83119 6.51639 8.15499
C28 -2.05337 5.40525 8.26600
O12 -0.87340 5.42361 8.43241
O13 -2.79837 4.27177 8.15754
H39 -5.08193 2.76495 7.75874
H40 -6.01864 4.15078 7.17600
H41 -4.54846 3.62079 6.32815
H42 -4.52205 4.62912 9.21562
H43 -4.90148 6.70726 8.07176
H44 -4.10518 6.15406 6.58253

=====

No. 3
Density functional theory data (the ωB97M-V functional and the def2-TZVPD basis) for a molecular structure, C28H44O3 at a distorted geometry.

Values from the calculation:
calculated total energy = -35868.7471 eV
energy above the lowest of the compared OMol25 structures with the same formula, charge and spin = 598.5 kcal/mol
2S+1 = 1
HOMO level = -8.422 eV
maximum force = 16.3 eV Å⁻¹
HOMO-LUMO gap = 9.070 eV

Positions of all 75 atoms, in Å:
C1 -0.62964 -0.03397 -8.51017
C2 -1.94722 -0.45316 -8.03078
C3 -3.04275 0.42030 -8.43162
C4 -3.15615 1.80388 -7.55229
C5 -4.19782 2.00400 -6.30683
C6 -3.84363 0.82040 -5.10072
C7 -2.63401 1.10101 -4.30578
C8 -2.13460 0.35521 -3.27367
H1 -2.05792 -0.69558 -3.62174
H2 -3.08372 0.30615 -2.59464
C9 -0.73619 0.50738 -2.54894
C10 -0.54192 -0.22946 -1.27413
O1 -1.67514 -0.70832 -0.73030
O2 0.64995 -0.35260 -1.04363
C11 1.02157 -0.92849 0.14735
H3 0.19275 -1.96614 0.34722
C12 2.23161 -1.58773 -0.04979
H4 2.29545 -2.69551 -0.35384
H5 2.98913 -0.99652 -0.97337
C13 3.12102 -1.61873 1.31225
H6 3.66365 -2.33896 1.60074
H7 3.92204 -0.88734 1.37162
C14 2.06666 -1.24432 2.23769
C15 2.32706 -0.74024 3.67909
C16 3.51393 -1.31686 4.35153
C17 3.59388 -0.83199 5.67641
C18 2.19454 -0.42956 6.58207
C19 2.38433 -0.87781 7.74011
C20 1.10317 -0.49819 8.78963
O3 0.92730 -0.86571 9.80862
C21 0.39892 0.67249 8.03724
C22 0.04416 0.47088 6.65222
H8 -0.63373 1.08178 6.16891
H9 -0.60973 -0.54236 6.62384
C23 1.24670 0.28371 5.84825
H10 1.83081 1.16874 5.53834
C24 1.09215 -0.20761 4.37298
C25 -0.07579 0.22057 3.62354
H11 -0.90295 0.45254 4.14776
H12 0.47600 1.35548 3.62813
C26 -0.39745 -0.18262 2.16130
C27 1.07736 -0.48739 1.56575
C28 1.65213 1.12129 1.22500
H13 2.44973 1.06642 0.60432
H14 1.06403 1.75551 0.62621
H15 1.82321 1.74282 1.88589
H16 -1.05844 0.60701 1.63201
H17 -0.91654 -1.01181 2.19952
H18 0.70518 -1.29776 4.51486
H19 -0.56481 0.67743 8.75909
H20 0.87957 1.64466 8.11976
H21 3.05815 -1.41030 8.26539
H22 4.27433 -1.41767 6.14612
H23 4.01297 0.04080 5.55539
H24 4.05171 -1.70611 3.77182
H25 2.77599 -2.66595 4.51005
H26 2.81147 0.49579 3.53162
H27 1.43496 -2.13047 2.52373
H28 0.01724 0.47380 -3.25599
H29 -1.13979 1.38871 -2.30675
H30 -1.68058 1.30266 -5.16744
H31 -2.63316 2.15221 -4.09397
H32 -3.66418 -0.12115 -5.61615
H33 -4.61788 0.75349 -4.31293
H34 -4.25144 2.82299 -5.92056
H35 -5.18730 1.55137 -6.71375
H36 -3.54273 2.53567 -8.17695
H37 -2.08414 1.86444 -7.24544
H38 -4.06942 -0.16609 -7.89195
H39 -3.17046 0.20940 -9.37679
H40 -1.75848 -0.70275 -6.89145
H41 -2.15294 -1.55188 -8.32942
H42 -0.60995 0.10908 -9.47783
H43 0.51516 -0.56616 -8.28296
H44 -0.48736 1.12518 -8.12086

=====

No. 4
Density functional theory data (the ωB97M-V functional and the def2-TZVPD basis) for 4 unconnected molecules or ions with the total composition C28H45FI2N3O16PS3 at a distorted geometry.

Values from the calculation:
calculated total energy = -127705.6004 eV
2S+1 = 1
HOMO level = -8.414 eV
maximum force = 3.1 eV Å⁻¹
HOMO-LUMO gap = 7.210 eV

Positions of all 99 atoms, in Å:
C1 0.83976 -2.65832 -2.22057
C2 1.53119 -1.45724 -1.48472
N1 0.89327 -1.01072 -0.21206
C3 -0.47042 -1.45292 -0.02487
C4 -1.50066 -0.88371 -0.89090
C5 -2.92807 -1.30357 -0.78960
C6 -3.30313 -2.31563 0.19470
P1 -5.10111 -2.89840 0.28918
C7 -5.92268 -1.54325 1.32709
O1 -5.78495 -2.97761 -1.24734
C8 -2.25484 -2.85340 1.09416
C9 -2.77990 -3.91270 2.12153
O2 -3.54080 -3.18328 3.13017
C10 -3.84484 -3.99138 4.20357
C11 -4.47608 -3.26515 5.44484
O3 -3.67282 -5.18227 4.25908
C12 -0.80775 -2.43548 1.02010
C13 0.13210 -3.09168 2.06875
I1 -0.39903 -2.30818 4.06734
C14 1.67887 -2.93145 1.90954
C15 2.43216 -3.39110 3.25821
I2 2.53242 -4.23895 0.36258
C16 -3.70371 -0.47830 -1.85866
O4 -4.68786 -0.66682 -2.48776
N2 -2.81893 0.70072 -1.98866
C17 -2.92398 1.61128 -0.88735
O5 -3.89236 1.53874 -0.15633
N3 -1.96547 2.65007 -0.63411
C18 -2.12622 3.19569 0.70920
O6 -2.26925 4.35416 0.87467
F1 -2.06438 2.40568 1.83764
C19 -1.44038 0.16812 -2.03844
O7 -0.54235 0.46370 -2.76205
H1 1.48247 -3.08771 -3.04250
H2 0.47107 -3.47895 -1.56086
H3 -0.06305 -2.23657 -2.76062
H4 2.58370 -1.78439 -1.23887
H5 1.62486 -0.58540 -2.18422
H6 0.93648 0.00276 -0.08942
H7 -6.97549 -1.87917 1.48821
H8 -5.82842 -0.58882 0.74290
H9 -5.31613 -1.49207 2.27058
H10 -6.31667 -2.18727 -1.46121
H11 -3.51619 -4.62307 1.64346
H12 -1.97862 -4.54843 2.56760
H13 -4.12294 -2.20324 5.55361
H14 -4.21001 -3.84047 6.36384
H15 -5.59501 -3.23546 5.38301
H16 -0.08674 -4.19665 2.11469
H17 2.00198 -1.86406 1.77383
H18 1.92153 -4.24065 3.77302
H19 3.44517 -3.75343 2.91526
H20 2.64037 -2.50769 3.91354
H21 -0.99166 2.32258 -0.66662
C20 -1.76475 3.42149 4.34948
C21 -2.04657 4.90295 4.18900
O8 -3.03883 5.35778 5.11962
S1 -2.59489 5.62231 6.63902
C22 -4.03782 6.51335 7.13491
O9 -1.47240 6.51506 6.64768
O10 -2.56631 4.37140 7.33780
H22 -1.27145 3.21816 5.30210
H23 -1.11741 3.06632 3.55386
H24 -2.69291 2.84765 4.33678
H25 -1.13070 5.49212 4.28303
H26 -2.44579 5.08689 3.19210
H27 -4.09491 7.43722 6.56299
H28 -3.94408 6.73414 8.19724
H29 -4.91338 5.89142 6.95886
C23 8.09579 -0.72266 0.19931
C24 7.46959 0.50358 -0.43744
O11 7.27043 0.32656 -1.84425
S2 6.01435 -0.54959 -2.33224
C25 6.05474 -0.06723 -4.03098
O12 4.82059 -0.02653 -1.73113
O13 6.35687 -1.93797 -2.24158
H30 7.40432 -1.56677 0.18887
H31 8.36681 -0.51974 1.23702
H32 8.98863 -1.02912 -0.34866
H33 6.53038 0.76870 0.05464
H34 8.14428 1.35321 -0.32221
H35 5.85359 0.99983 -4.09916
H36 5.28247 -0.62879 -4.55549
H37 7.03433 -0.30632 -4.44100
C26 0.73623 2.63374 -5.57102
C27 0.58426 2.10853 -6.98495
O14 1.84975 1.75194 -7.55818
S3 2.51893 0.35626 -7.12977
C28 3.73855 0.30016 -8.40699
O15 1.57332 -0.69902 -7.34436
O16 3.18312 0.52732 -5.86962
H38 1.05961 1.84286 -4.89237
H39 -0.21267 3.02779 -5.20309
H40 1.48935 3.42322 -5.53060
H41 -0.10703 1.26295 -7.01991
H42 0.16537 2.89261 -7.61734
H43 3.23681 0.23021 -9.36987
H44 4.35549 -0.58172 -8.23982
H45 4.34940 1.19921 -8.35040

=====

No. 5
Density functional theory data (the ωB97M-V functional and the def2-TZVPD basis) for a molecular structure, C28H45GeN2RuS5Si3.

Values from the calculation:
calculated total energy = -169653.8696 eV
energy above the lowest of the compared OMol25 structures with the same formula, charge and spin = 0.0 kcal/mol
total charge = +1
2S+1 = 1
HOMO level = -10.150 eV
maximum force = 0.8 eV Å⁻¹
HOMO-LUMO gap = 6.162 eV

Positions of all 85 atoms, in Å:
Ru1 0.78825 -1.04424 -1.01247
S1 2.05942 0.98034 -1.31281
C1 1.19912 2.16770 -0.49518
N1 1.71995 3.31737 -0.11144
C2 0.89729 4.33774 0.53262
C3 -0.46637 4.34347 -0.09169
N2 -1.02860 2.99592 -0.03919
C4 -2.47515 2.91447 0.20564
C5 -2.81442 3.26451 1.63372
C6 -2.16965 2.62520 2.69137
C7 -2.48833 2.94916 4.00030
C8 -3.45600 3.91058 4.26503
C9 -4.10113 4.54771 3.21671
C10 -3.77675 4.22792 1.90469
C11 -0.25861 1.92927 -0.17145
S2 -0.83588 0.35568 0.01280
C12 3.14347 3.65209 -0.30064
C13 3.31341 4.70213 -1.36931
C14 3.00418 4.40776 -2.69611
C15 3.13859 5.37906 -3.67385
C16 3.58654 6.65145 -3.33647
C17 3.90061 6.94793 -2.02007
C18 3.76093 5.97478 -1.03783
H1 1.38240 5.30013 0.37804
H2 0.83540 4.13671 1.60614
H3 -0.41965 4.68385 -1.13053
H4 -1.13123 5.00023 0.46716
H5 -2.79681 1.90965 -0.05690
H6 -2.95460 3.61834 -0.47782
H7 -1.42290 1.86454 2.49263
H8 -1.98630 2.44698 4.81682
H9 -3.70511 4.16053 5.28751
H10 -4.85465 5.29765 3.41637
H11 -4.28078 4.73120 1.08733
H12 3.66837 2.73190 -0.54028
H13 3.51163 4.01885 0.65951
H14 2.67284 3.41081 -2.96403
H15 2.90573 5.14261 -4.70362
H16 3.69676 7.40672 -4.10293
H17 4.25791 7.93394 -1.75500
H18 4.01740 6.20463 -0.00956
S3 4.52032 -3.12712 0.52486
C19 3.19241 -2.44408 -0.10023
S4 2.72913 -2.23224 -1.73705
S5 1.88136 -1.75743 0.92009
C20 -2.63068 -1.65470 2.09597
Si1 -1.37940 -3.05167 2.11940
C21 -2.33810 -4.66397 2.14027
C22 -0.28957 -2.88629 3.63499
Ge1 0.13698 -3.12516 0.22094
Si2 -0.67033 -2.30819 -2.33139
C23 -2.46771 -2.61481 -1.96606
C24 -0.40061 -0.61365 -3.17117
C25 -0.03854 -3.67263 -3.43078
Si3 0.90268 -5.41255 -0.13235
C26 -0.62594 -6.38444 -0.64286
C27 1.47153 -5.93136 1.57833
C28 2.25895 -5.72368 -1.37369
H19 -3.33337 -1.83420 2.91544
H20 -3.20665 -1.61486 1.16940
H21 -2.17508 -0.67754 2.25558
H22 -2.99225 -4.68275 3.01604
H23 -1.69326 -5.54243 2.18988
H24 -2.97351 -4.76446 1.25728
H25 -0.90351 -2.97160 4.53574
H26 0.20786 -1.91473 3.65733
H27 0.48539 -3.65333 3.67857
H28 -2.91295 -1.82244 -1.35948
H29 -2.60253 -3.56132 -1.44133
H30 -3.01950 -2.68033 -2.90834
H31 -1.19371 0.10251 -2.97406
H32 -0.38980 -0.87397 -4.23187
H33 0.57115 -0.11477 -3.03198
H34 -0.09486 -4.64806 -2.94974
H35 0.99557 -3.50226 -3.73105
H36 -0.65826 -3.72702 -4.33107
H37 -1.52883 -6.08443 -0.11137
H38 -0.45932 -7.44453 -0.43213
H39 -0.82218 -6.30131 -1.71353
H40 0.68698 -5.82884 2.33048
H41 2.32966 -5.33561 1.89685
H42 1.77974 -6.98035 1.56370
H43 1.92800 -5.56275 -2.39783
H44 2.52811 -6.77962 -1.26266
H45 3.15736 -5.13227 -1.20434